No. 1
The following is a DFT calculation (ωB97M-V with the def2-TZVPD basis set) of a structure of composition C12H12F6N5O4PdS2SbSe4 in a non-equilibrium geometry.

The calculation puts the total energy at -12408.4623 Ha. Its multiplicity is 5. For the LUMO energy (alpha / beta), the calculation gives -1.275 / -2.960 eV. The frontier orbital gap (alpha / beta) is 0.2660 / 0.1915 Eh. Its expectation value of S² is 6.0291.

XYZ file:
```
47
Properties=species:S:1:pos:R:3:lowdin_charge:R:1
Pd -0.188 -0.280 0.154 0.5141
F -2.031 -1.522 4.626 0.1440
C -1.010 -0.715 4.347 -0.6828
F -1.039 0.317 5.181 0.1516
F 0.131 -1.386 4.534 0.1351
S -1.076 -0.122 2.601 0.5014
O -2.323 0.571 2.476 -0.3131
O 0.167 0.617 2.544 -0.3482
N -1.025 -1.563 1.896 -0.3193
S -1.879 -1.988 0.618 0.4979
O -2.613 -0.910 -0.011 -0.3460
O -1.140 -2.875 -0.229 -0.2826
C -3.190 -3.014 1.404 -0.6819
F -2.655 -4.096 1.964 0.1500
F -4.083 -3.391 0.497 0.1539
F -3.801 -2.295 2.342 0.1473
Se -3.132 4.470 -2.400 -0.0538
Sb -2.027 3.891 -0.301 -0.2529
Se -1.075 1.623 -0.017 0.4186
Se -0.394 5.713 0.104 0.1118
Se -4.021 4.388 1.087 0.1275
N 3.615 1.685 0.860 0.1423
C 2.339 1.801 0.435 -0.1527
N 1.824 0.651 0.097 0.0048
C 2.812 -0.303 0.342 -0.2197
C 2.782 -1.687 0.188 -0.0112
C 3.928 -2.380 0.524 -0.0738
C 5.074 -1.722 0.993 -0.0831
C 5.112 -0.352 1.153 -0.0144
C 3.956 0.345 0.821 -0.1848
H 4.197 2.446 1.163 0.1648
H 1.817 2.744 0.374 0.1132
H 1.907 -2.206 -0.185 0.0986
H 3.945 -3.456 0.421 0.1065
H 5.951 -2.307 1.236 0.1045
H 5.991 0.153 1.531 0.1113
C -2.595 -0.118 -4.248 -0.0128
N -1.392 0.519 -3.722 -0.1773
C -0.969 1.818 -4.247 -0.0386
C -0.640 -0.084 -2.844 -0.2982
N 0.053 -0.603 -2.070 0.1294
H -2.435 -0.453 -5.275 0.0934
H -3.414 0.599 -4.222 0.0940
H -2.851 -0.974 -3.629 0.0985
H -0.328 1.698 -5.124 0.0935
H -0.424 2.361 -3.478 0.0808
H -1.854 2.391 -4.513 0.0583
```

=====

No. 2
The following is a DFT calculation (ωB97M-V with the def2-TZVPD basis set) of an isolated molecule of C5H4N2OS in a non-equilibrium geometry.

The calculation puts the total energy at -775.6499 Ha. Its multiplicity is 1. For the LUMO energy (alpha / beta), the calculation gives -0.063 / -2.200 eV. The frontier orbital gap (alpha / beta) is 0.3216 / 0.2394 Eh. The relative energy (zero: lowest compared OMol25 entry of this formula, charge and spin) comes out at 114.8 kcal per mole.

XYZ file:
```
13
Properties=species:S:1:pos:R:3:lowdin_charge:R:1
C -1.750 -0.795 0.141 -0.1151
C -1.316 0.481 0.137 -0.0481
C -0.699 -1.648 -0.065 -0.1524
C 0.057 0.425 0.116 -0.2409
C 1.138 1.458 -0.002 -0.3079
N 0.417 -0.866 -0.099 -0.4572
N 2.301 1.560 0.796 0.1580
O 2.377 1.000 -0.420 -0.1420
S 1.989 -1.557 -0.065 0.8303
H -2.735 -0.890 -0.169 0.0891
H -1.997 1.289 0.307 0.1154
H -0.647 -2.786 -0.109 0.1349
H 0.865 2.329 -0.568 0.1359
```